No. 1
{"formula": "C26H25O6S2", "method": "ωB97M-V with the def2-TZVPD basis set", "smiles": "CC(=O)C(C)(C(C)=O)[C@H](C(S(=O)(=O)c1ccccc1)=[S@](=O)([O-])c1ccccc1)c1ccccc1", "gap_ev": 6.4514, "charge": -1, "spin_multiplicity": 1, "e_homo_ev": -3.78, "symbols": ["C", "C", "C", "C", "O", "C", "C", "O", "H", "H", "H", "H", "H", "H", "H", "H", "H", "C", "C", "C", "C", "S", "C", "C", "C", "C", "C", "C", "C", "C", "S", "C", "C", "C", "C", "C", "C", "O", "O", "O", "O", "C", "C", "H", "H", "H", "H", "H", "H", "H", "H", "H", "H", "H", "H", "H", "H", "H", "H"], "positions_angstrom": [[-2.95, 0.66, -1.55], [-1.52, 0.20, -1.79], [-1.58, -0.84, -2.96], [-0.30, -1.21, -3.68], [-2.64, -1.38, -3.30], [-0.51, 1.29, -2.35], [-1.05, 2.56, -2.98], [0.74, 1.10, -2.33], [-3.03, 1.54, -0.88], [-3.38, 0.91, -2.54], [-3.59, -0.13, -1.11], [0.15, -0.31, -4.13], [0.43, -1.65, -2.98], [-0.53, -1.92, -4.48], [-2.09, 2.81, -2.73], [-0.39, 3.34, -2.62], [-0.93, 2.54, -4.07], [-0.77, 4.60, 2.42], [-0.45, 4.41, 1.07], [0.26, 3.28, 0.67], [0.55, 2.29, 1.61], [1.53, 0.86, 1.10], [0.41, -0.35, 0.35], [-0.91, -0.10, -0.10], [-1.88, -1.17, 0.40], [-1.99, -2.37, -0.30], [-2.97, -3.31, 0.03], [-3.72, -3.16, 1.19], [-3.48, -2.03, 2.00], [-2.60, -1.02, 1.60], [1.15, -2.00, 0.25], [2.92, -1.87, 0.60], [3.77, -1.43, -0.42], [5.15, -1.36, -0.20], [5.69, -1.71, 1.04], [4.84, -2.15, 2.06], [3.46, -2.22, 1.84], [0.68, -2.85, 1.31], [0.94, -2.41, -1.15], [2.46, 1.28, 0.08], [2.01, 0.28, 2.35], [0.29, 2.50, 2.98], [-0.40, 3.65, 3.36], [-1.28, 5.50, 2.74], [-0.72, 5.16, 0.33], [0.64, 3.17, -0.35], [-1.20, 0.95, 0.07], [-1.28, -2.59, -1.12], [-3.09, -4.16, -0.65], [-4.46, -3.90, 1.49], [-3.98, -1.92, 2.97], [-2.41, -0.15, 2.25], [3.33, -1.14, -1.37], [5.80, -1.03, -1.01], [6.77, -1.66, 1.20], [5.27, -2.44, 3.02], [2.80, -2.54, 2.65], [0.66, 1.78, 3.71], [-0.64, 3.83, 4.40]]}



No. 2
{"formula": "C26H26AsBrN5NiOS2", "method": "ωB97M-V with the def2-TZVPD basis set", "gap_ev": [6.5643, 7.0337], "charge": -1, "spin_multiplicity": 3, "e_homo_ev": [-4.05, -4.53], "symbols": ["Ni", "S", "C", "C", "C", "C", "C", "C", "As", "C", "C", "C", "C", "C", "C", "C", "C", "C", "C", "C", "C", "H", "H", "H", "H", "H", "H", "H", "H", "H", "H", "H", "H", "H", "H", "O", "N", "C", "C", "N", "C", "N", "Br", "C", "N", "C", "C", "S", "N", "C", "C", "H", "H", "H", "H", "H", "H", "H", "H", "H", "H", "H", "H"], "positions_angstrom": [[0.27, -0.21, 0.01], [-1.69, 0.59, 1.55], [-3.23, 0.94, 0.75], [-4.42, 0.72, 1.45], [-5.64, 0.91, 0.82], [-5.69, 1.35, -0.50], [-4.51, 1.59, -1.19], [-3.28, 1.37, -0.58], [-1.55, 1.59, -1.43], [-0.69, 2.12, 1.18], [0.53, 2.94, -0.31], [0.97, 4.31, 0.14], [0.62, 4.90, 1.28], [-0.22, 4.31, 2.34], [-0.79, 3.10, 2.33], [-2.03, 2.95, -2.75], [-2.03, 4.32, -2.45], [-2.30, 5.25, -3.45], [-2.59, 4.83, -4.74], [-2.59, 3.47, -5.04], [-2.30, 2.54, -4.05], [-4.37, 0.39, 2.48], [-6.56, 0.74, 1.37], [-6.64, 1.51, -0.98], [-4.54, 1.94, -2.21], [0.87, 2.77, -1.34], [1.66, 4.83, -0.51], [1.03, 5.88, 1.49], [-0.35, 4.91, 3.23], [-1.33, 2.78, 3.21], [-1.81, 4.63, -1.44], [-2.30, 6.30, -3.21], [-2.81, 5.56, -5.51], [-2.81, 3.14, -6.05], [-2.27, 1.48, -4.30], [1.32, -0.58, 1.69], [2.12, 0.38, 2.10], [1.87, 1.55, 1.58], [2.89, 2.53, 1.84], [3.75, 3.30, 1.95], [0.73, 1.75, 0.65], [-0.97, 2.81, -0.13], [-0.81, -2.15, -0.77], [4.91, 2.06, -0.95], [4.00, 0.93, -1.15], [4.21, -0.17, -0.20], [3.04, 0.90, -2.08], [1.70, -0.11, -2.04], [3.20, 1.81, -3.13], [4.36, 1.57, -3.98], [2.03, 2.16, -3.92], [4.88, 2.33, 0.11], [4.59, 2.90, -1.54], [5.94, 1.79, -1.21], [5.15, -0.68, -0.45], [3.39, -0.87, -0.24], [4.28, 0.23, 0.81], [5.21, 1.23, -3.40], [4.64, 2.50, -4.49], [4.13, 0.81, -4.74], [1.18, 2.38, -3.27], [1.73, 1.36, -4.60], [2.27, 3.06, -4.49]]}



No. 3
{"formula": "C26H26AuN7S", "method": "ωB97M-V with the def2-TZVPD basis set", "gap_ev": 6.5215, "de_lowest_kj_mol": 51.6, "spin_multiplicity": 1, "e_homo_ev": -7.05, "symbols": ["Au", "C", "C", "C", "C", "C", "C", "N", "N", "C", "C", "C", "C", "C", "C", "H", "H", "H", "H", "H", "H", "H", "H", "H", "C", "N", "C", "S", "N", "C", "H", "H", "H", "H", "H", "H", "H", "H", "C", "C", "N", "C", "C", "C", "C", "C", "C", "C", "C", "N", "C", "N", "H", "H", "H", "H", "H", "H", "H", "H", "H"], "positions_angstrom": [[0.29, 0.35, 1.46], [4.73, -0.15, -2.66], [5.50, -0.15, -1.50], [4.89, -0.16, -0.26], [3.50, -0.16, -0.20], [2.73, -0.18, -1.35], [3.35, -0.16, -2.59], [2.76, -0.20, 1.03], [3.42, 0.08, 2.05], [2.65, 0.04, 3.28], [3.47, -0.08, 4.40], [2.88, -0.15, 5.65], [1.50, -0.09, 5.73], [0.72, 0.04, 4.59], [1.26, 0.15, 3.31], [5.22, -0.15, -3.63], [6.58, -0.16, -1.57], [5.46, -0.16, 0.66], [1.65, -0.21, -1.24], [2.75, -0.17, -3.49], [4.54, -0.15, 4.27], [3.49, -0.25, 6.54], [1.02, -0.12, 6.70], [-0.36, 0.08, 4.72], [-3.32, 3.73, -0.60], [-2.01, 3.81, 0.01], [-0.89, 3.21, -0.46], [0.48, 3.15, 0.50], [-0.99, 2.69, -1.70], [0.10, 2.08, -2.42], [-4.05, 4.14, 0.09], [-3.60, 2.69, -0.82], [-3.38, 4.31, -1.52], [-1.93, 4.11, 0.96], [-1.85, 2.83, -2.21], [0.97, 2.08, -1.77], [0.33, 2.65, -3.32], [-0.15, 1.06, -2.70], [-4.07, 0.60, 0.98], [-2.73, 0.82, 1.23], [-1.76, 0.37, 0.42], [-2.11, -0.32, -0.66], [-3.43, -0.65, -0.97], [-4.43, -0.15, -0.13], [-3.74, -1.45, -2.16], [-3.04, -2.49, -2.63], [-1.86, -3.15, -2.04], [-1.70, -3.36, -0.67], [-0.54, -4.00, -0.28], [0.38, -4.42, -1.15], [0.11, -4.18, -2.43], [-0.96, -3.58, -2.92], [-4.82, 0.98, 1.66], [-2.39, 1.37, 2.10], [-1.30, -0.64, -1.30], [-5.47, -0.36, -0.34], [-4.62, -1.14, -2.72], [-3.34, -2.93, -3.58], [-2.43, -3.04, 0.05], [-0.34, -4.19, 0.77], [0.85, -4.52, -3.15]]}



Please write out number 1 again, unchanged.
{"formula": "C26H25O6S2", "method": "ωB97M-V with the def2-TZVPD basis set", "smiles": "CC(=O)C(C)(C(C)=O)[C@H](C(S(=O)(=O)c1ccccc1)=[S@](=O)([O-])c1ccccc1)c1ccccc1", "gap_ev": 6.4514, "charge": -1, "spin_multiplicity": 1, "e_homo_ev": -3.78, "symbols": ["C", "C", "C", "C", "O", "C", "C", "O", "H", "H", "H", "H", "H", "H", "H", "H", "H", "C", "C", "C", "C", "S", "C", "C", "C", "C", "C", "C", "C", "C", "S", "C", "C", "C", "C", "C", "C", "O", "O", "O", "O", "C", "C", "H", "H", "H", "H", "H", "H", "H", "H", "H", "H", "H", "H", "H", "H", "H", "H"], "positions_angstrom": [[-2.95, 0.66, -1.55], [-1.52, 0.20, -1.79], [-1.58, -0.84, -2.96], [-0.30, -1.21, -3.68], [-2.64, -1.38, -3.30], [-0.51, 1.29, -2.35], [-1.05, 2.56, -2.98], [0.74, 1.10, -2.33], [-3.03, 1.54, -0.88], [-3.38, 0.91, -2.54], [-3.59, -0.13, -1.11], [0.15, -0.31, -4.13], [0.43, -1.65, -2.98], [-0.53, -1.92, -4.48], [-2.09, 2.81, -2.73], [-0.39, 3.34, -2.62], [-0.93, 2.54, -4.07], [-0.77, 4.60, 2.42], [-0.45, 4.41, 1.07], [0.26, 3.28, 0.67], [0.55, 2.29, 1.61], [1.53, 0.86, 1.10], [0.41, -0.35, 0.35], [-0.91, -0.10, -0.10], [-1.88, -1.17, 0.40], [-1.99, -2.37, -0.30], [-2.97, -3.31, 0.03], [-3.72, -3.16, 1.19], [-3.48, -2.03, 2.00], [-2.60, -1.02, 1.60], [1.15, -2.00, 0.25], [2.92, -1.87, 0.60], [3.77, -1.43, -0.42], [5.15, -1.36, -0.20], [5.69, -1.71, 1.04], [4.84, -2.15, 2.06], [3.46, -2.22, 1.84], [0.68, -2.85, 1.31], [0.94, -2.41, -1.15], [2.46, 1.28, 0.08], [2.01, 0.28, 2.35], [0.29, 2.50, 2.98], [-0.40, 3.65, 3.36], [-1.28, 5.50, 2.74], [-0.72, 5.16, 0.33], [0.64, 3.17, -0.35], [-1.20, 0.95, 0.07], [-1.28, -2.59, -1.12], [-3.09, -4.16, -0.65], [-4.46, -3.90, 1.49], [-3.98, -1.92, 2.97], [-2.41, -0.15, 2.25], [3.33, -1.14, -1.37], [5.80, -1.03, -1.01], [6.77, -1.66, 1.20], [5.27, -2.44, 3.02], [2.80, -2.54, 2.65], [0.66, 1.78, 3.71], [-0.64, 3.83, 4.40]]}